Molecular formula: C32H36IrN3O4PSe2Si
Method: DFT, ωB97M-V with the def2-TZVPD basis set

Atoms and positions in Å:
H 2.53356 4.05876 -0.58695
C 4.88388 -1.67625 -1.05949
H 3.65132 1.51915 -2.67105
H -3.98009 -1.28019 4.93807
C 3.43020 -1.34926 -1.12845
H 0.44478 4.40633 -3.59078
H 1.48031 1.91006 3.73568
H 3.08472 0.71429 1.05658
H -5.58995 0.24418 3.84416
H 2.32591 -2.47420 2.50404
H -5.06595 1.23342 1.65586
H 1.35998 -5.74340 5.10161
H 5.28222 -1.79003 -2.06690
H -1.33259 -0.87098 1.60446
H -3.29201 2.76592 -2.25714
C -6.37108 0.48729 -1.77932
H -1.06784 -4.90946 1.66189
C 2.54853 -2.03511 -2.04130
C 1.14649 -5.14717 4.22341
Ir 0.81563 -0.25803 -0.70776
C 1.72716 2.37349 2.78926
H -0.59514 -6.28133 3.68693
H -0.56361 1.34660 -3.48061
C 1.59757 2.35795 0.35848
H 3.40681 -2.78382 -3.87757
N 1.20356 1.74649 -0.80776
H 5.02547 -2.62431 -0.53604
H 3.33945 2.75212 -3.90059
O 0.43618 -2.01708 -2.83346
N 2.85942 -0.45600 -0.39846
C -5.26975 0.35247 -0.94358
C 0.04663 -5.44834 3.42999
C -6.36332 1.43483 -2.79011
C -4.15444 2.12161 -2.13393
C 1.69284 -3.31073 2.77085
H 3.67299 -3.79761 -2.45475
P -2.67558 1.03647 -0.07288
Se -1.52292 -0.44255 -1.27676
O 3.67910 0.16756 0.51692
H 0.69427 0.88054 1.66379
C -3.75029 -0.85492 3.96917
C -4.16306 1.18111 -1.10542
O -0.52195 -3.21151 -0.08553
H -7.23178 -0.15401 -1.64001
H 0.88054 0.37883 -3.73705
C -4.65697 -0.00297 3.35360
H 1.29174 4.96008 -2.14622
C 0.63974 4.17855 -2.53934
N 1.29932 -1.59804 -2.04519
C 0.59293 -3.61277 1.97453
H 2.06944 -3.71921 -3.21466
H -1.83600 -1.82189 3.81635
H 2.83231 -3.84960 4.50521
H -5.23709 2.98077 -3.76640
C -2.26159 -0.61859 2.09884
C -2.54913 -1.15750 3.34334
C 0.25223 -2.81203 0.75115
H 3.75332 3.23044 -2.25062
H -0.30657 4.21479 -1.99440
C -3.17407 0.22299 1.46978
C -4.36926 0.54140 2.11045
C -5.24934 2.24580 -2.97164
C 2.69619 4.17718 1.53319
H 3.22597 5.12053 1.50125
H -5.27131 -0.41370 -0.18071
C 2.29946 3.58104 0.35311
C 3.20111 2.50057 -2.84517
Se -1.77333 2.89575 0.36367
C 2.95410 -3.14451 -2.94983
H 0.64562 1.85174 -4.67599
C 1.97222 -4.08156 3.89005
O 0.87900 -1.64399 0.72843
H 5.43599 -0.90574 -0.53205
H -7.22167 1.53846 -3.44178
C 1.29651 1.78342 1.61471
Si 1.37674 2.47402 -2.45483
C 2.42736 3.57250 2.75720
C 0.50691 1.40317 -3.68685
H 2.74662 4.04170 3.67819
C -0.22668 -4.68600 2.30515

Properties
2S+1   2
ΔE to the lowest compared entry with this formula, charge and spin   59.9 kcal/mol
Frontier orbital gap (alpha / beta)   6.84 / 5.07 eV
HOMO (alpha / beta)   -7.55 / -7.41 eV

Atomic partial charges in e from the Löwdin method, atoms 1 to 2: 0.075 0.013

***

Molecular formula: C15H16F2N2O4
Method: DFT, ωB97M-V with the def2-TZVPD basis set

Atoms and positions in Å:
F 1.95877 2.41790 -0.56363
H -1.07649 -0.50514 2.27511
H -4.86790 -0.97547 -0.84444
C -1.79843 1.14894 -1.43173
H -5.06804 -1.85133 0.93607
C -1.28082 -1.77621 0.64154
C 3.68825 0.59607 0.38412
H -3.18298 2.85591 -1.54481
C -1.99573 1.46182 1.41587
C -2.25241 2.32345 -0.90919
H 0.53915 -0.92802 1.50829
H -5.28516 -2.71961 -1.03304
C 3.46351 -1.50123 -0.15334
O -0.77005 -2.81815 0.37475
O -2.20944 1.28722 2.53012
H 4.18182 1.62700 0.88015
H -2.70324 -2.35246 -1.41320
H 0.19800 1.61062 1.09104
C 4.06491 -0.60207 0.48205
C 1.62064 -0.07325 -0.86619
C -4.66642 -1.97203 -0.26949
C 2.10024 -1.30637 -0.55195
H 3.62806 -2.51640 0.13534
C -0.56479 -0.57822 1.26654
C 2.34563 0.94553 -0.11933
O -2.48089 -1.58549 0.21046
H 1.48562 -2.16863 -1.14549
H -1.67751 1.00722 -2.51154
C -3.10434 -2.39445 -0.36903
N -2.50160 2.54016 0.47169
O 0.29134 0.14939 -2.62896
H -3.29638 2.99838 0.86314
H -1.40521 3.24919 -1.05719
F 5.29362 -0.67253 1.01816
N -0.78855 0.80148 -0.83161
H -2.73267 0.35953 -1.21976
C -0.74320 0.98238 0.73866
H -3.06019 -3.39340 0.08342
C 0.37260 0.04705 -1.57882

Properties
SMILES   CCOC(=O)C[C@@H]1C(=O)NCCN1C(=O)c1ccc(F)cc1F
Frontier orbital gap   8.19 eV
HOMO   -8.54 eV

Atomic partial charges in e from the Löwdin method, atoms 1 to 2: -0.093 0.122

***

Molecular formula: C7H10S
Method: DFT, ωB97M-V with the def2-TZVPD basis set

Atoms and positions in Å:
C 2.70861 -0.55195 -0.10515
H 0.36138 2.41612 -0.53232
H -0.05746 0.34012 -1.98104
H -2.04133 1.15718 -0.23564
C -1.22588 -1.16288 -0.64989
H 0.55715 -1.20147 2.19686
C 0.28098 -0.87557 1.20662
C -1.15303 -0.49426 0.87347
C -1.04239 0.87777 -0.00086
H 2.70030 -1.48801 -0.59880
C 0.04090 1.85451 0.35596
H 3.45010 0.24395 -0.40008
H -2.21980 -1.05096 -0.96191
S 1.11786 0.02235 0.11404
H -1.98992 -0.51713 1.57684
C -0.40195 0.02810 -1.01349
H -0.90421 -2.15793 -0.88277
H -0.18131 2.56008 1.03814

Properties
ΔE to the lowest compared entry with this formula, charge and spin   186.3 kcal/mol
Frontier orbital gap (alpha / beta)   7.45 / 7.45 eV
HOMO (alpha / beta)   -7.22 / -7.22 eV

Atomic partial charges in e from the Löwdin method, atoms 1 to 2: -0.314 0.076

***

Molecular formula: C23H22F9IrN4O3S2
Method: DFT, ωB97M-V with the def2-TZVPD basis set

Atoms and positions in Å:
C 0.89233 -0.01832 3.89122
C 4.15636 -0.39871 0.14293
O -1.66120 1.21072 0.08735
N -1.07544 0.69274 2.23809
H -2.67871 -0.46850 -2.45364
H 4.35225 0.18887 -0.75235
H 1.03577 -3.12185 -4.42044
F -0.32458 -5.16494 3.33920
C 0.21605 0.07990 -3.65741
H 1.84230 -0.18703 4.39445
H -2.95117 1.00088 3.83008
H 0.03948 -2.12732 -5.47768
C 2.72734 -0.20035 0.57196
H 3.15284 -0.55732 2.60048
C 0.11670 0.86875 -4.92919
C -3.22899 1.64199 1.81495
C -3.63774 1.46602 3.13525
H -3.76345 2.35011 -0.11777
C -2.92884 -0.90068 -1.50123
N -1.94823 -1.24338 -0.60262
C 0.85907 -2.09960 -4.75547
H 0.72357 1.77570 -4.87377
S -0.16324 1.00624 -2.21407
C 0.53433 -1.21473 -3.57970
F 2.72948 -3.36459 1.20989
C 1.81849 -3.84621 2.05972
N 0.08008 0.23982 1.61669
N -3.87181 -1.71204 0.29012
C -5.76366 2.47300 2.62488
C -0.64337 -4.06867 2.62670
C -4.09780 2.23471 0.90496
H 4.29334 -1.45305 -0.10928
C -4.89877 1.87819 3.53653
H 0.45253 0.92218 4.21820
H -6.74873 2.79535 2.94025
H -4.54329 -2.03994 0.96008
H 0.46026 0.28286 -5.78213
F -1.88102 -4.28447 2.12358
C -5.35837 2.65168 1.30952
H -5.21074 1.73520 4.56420
Ir -0.02289 -0.46074 -0.46023
F -0.92758 -4.48084 -0.37139
H -5.13632 -1.09490 -1.34178
C 2.37739 -0.30936 1.89051
F -0.76735 -3.06248 3.49945
H -2.02060 -2.03174 1.35588
C -1.89343 1.16444 1.34071
C -2.54316 -1.71117 0.47212
H 1.75795 -1.76118 -5.27661
F 1.21063 -4.71923 -0.52601
F 2.17507 -5.12053 2.33747
O 0.16596 -2.44905 1.08549
F 0.07616 -6.01256 0.77833
O 1.93378 0.06123 -0.41275
H -0.91365 1.18253 -5.11872
F 1.93717 -3.15410 3.20620
H -6.02728 3.11665 0.59517
C -4.13643 -1.20260 -0.96437
H 0.19507 -0.81289 4.16042
C 1.07952 -0.03726 2.40275
C 0.18316 -4.73818 0.32858
H 4.86055 -0.13310 0.93015
C 0.37058 -3.68580 1.47851
S 0.57060 -2.02201 -2.02140

Properties
Total charge   -1
2S+1   2
ΔE to the lowest compared entry with this formula, charge and spin   29.0 kcal/mol
Frontier orbital gap (alpha / beta)   6.57 / 5.73 eV
HOMO (alpha / beta)   -4.02 / -3.90 eV

Atomic partial charges in e from the Löwdin method, atoms 1 to 2: -0.030 -0.017